95
Properties=species:S:1:pos:R:3:forces:R:3 method="wB97M-V/def2-TZVPD" charge=-1 homo_lumo_gap_ev=8.1 e_homo_ev=-6.36
C -5.591157 0.042803 -2.394179 0.7 0.1 -1.2
N -4.116898 0.351770 -2.576831 -0.2 -0.2 0.7
C -4.053368 1.824470 -2.879831 0.4 -0.3 0.2
C -3.374455 0.018522 -1.296013 -0.2 0.5 0.0
C -3.512418 -0.457326 -3.719270 0.3 0.0 -0.7
C -1.993255 -0.273520 -3.914108 0.9 -0.3 0.9
O -1.259463 -1.086318 -3.033971 -0.5 -0.7 0.5
H -5.983854 0.124097 -3.408940 -0.3 -0.7 0.0
H -6.129807 0.825448 -1.865223 0.5 -0.1 0.6
H -5.670741 -0.938111 -1.937662 -0.3 0.0 -0.1
H -4.449764 2.372216 -2.027224 -0.1 -0.1 0.0
H -4.668290 1.971974 -3.765266 0.1 0.2 0.0
H -3.021657 2.146909 -3.018263 0.0 -0.1 -0.2
H -2.328708 0.267743 -1.435297 -0.2 -0.1 0.1
H -3.471114 -1.036294 -1.048862 0.0 -0.1 -0.4
H -3.802173 0.599066 -0.479194 0.0 0.2 -0.1
H -4.054273 -0.220434 -4.637556 0.0 0.6 0.1
H -3.709167 -1.525842 -3.618583 0.0 0.0 0.8
H -1.629954 0.732347 -3.679099 -0.6 0.3 -1.0
H -1.634864 -0.651496 -4.877818 -0.9 0.8 -0.6
H -0.523155 -0.568579 -2.642621 -0.1 -0.4 0.1
S 0.130686 0.351746 -0.212437 -0.7 -0.9 -0.4
O -0.796995 -0.677813 0.218909 -0.8 -0.1 0.0
O -0.622910 1.613712 -0.409858 0.4 0.1 0.2
O 1.229549 0.447288 0.752428 0.3 0.1 0.0
O 0.614333 -0.049187 -1.550780 0.7 1.0 -0.3
C -0.317929 4.741154 -1.852022 1.4 -0.8 0.0
C 0.061119 3.847646 -3.073525 0.9 1.0 1.4
O -0.690602 2.674332 -3.028171 -1.3 -0.5 -1.0
O 0.103914 4.194892 -0.603792 -0.2 -0.1 -0.2
H -1.399325 4.902108 -1.884803 -0.1 0.1 0.0
H 0.234922 5.681871 -1.885345 -0.3 0.2 -0.3
H 1.117106 3.552910 -3.108552 0.1 0.3 0.5
H -0.052877 4.469628 -3.966571 -0.8 -0.5 -0.3
H -0.517191 2.187472 -2.208950 0.3 0.1 0.2
H -0.147792 3.251019 -0.504984 -0.1 0.5 -0.2
C -2.464551 1.812098 2.403162 -0.4 0.4 -0.2
C -3.547429 0.880066 2.999771 -0.8 1.0 0.1
O -4.142609 0.017156 2.041419 1.1 -0.4 0.0
O -2.733603 2.201145 1.061041 0.3 -1.1 -0.3
H -1.500791 1.303628 2.487350 0.1 0.0 -0.2
H -2.382946 2.778863 2.907006 -0.1 -0.4 0.7
H -4.419158 1.423533 3.375553 0.3 0.4 0.1
H -3.119277 0.344859 3.853163 0.0 -0.2 -0.1
H -3.385406 -0.511362 1.750187 -0.3 -0.5 -0.2
H -2.090320 1.688308 0.511102 -0.5 0.9 0.3
C 3.974324 -1.370950 2.261693 -0.9 -0.6 -1.5
C 4.869253 -2.214247 3.167165 -0.7 1.1 1.2
O 6.198106 -2.156549 2.727718 0.6 -0.4 -0.7
O 2.611714 -1.501518 2.661077 0.2 -0.2 0.9
H 4.014784 -1.770616 1.239442 0.5 -0.3 0.0
H 4.212921 -0.318478 2.085846 0.6 0.0 0.8
H 4.508529 -3.239888 3.283780 0.0 -0.1 -0.7
H 4.793807 -1.841791 4.196328 0.0 0.3 0.0
H 6.789996 -1.801719 3.389509 -0.2 0.1 0.2
H 2.070610 -0.919170 2.116388 -0.1 0.1 -0.2
C 1.528025 -4.620406 -1.163697 -0.2 -1.0 -0.6
C 1.453950 -3.170945 -0.855332 -0.1 1.9 -0.7
O 1.541540 -2.363711 -2.019717 0.5 0.0 -0.5
O 2.865309 -5.072561 -1.316580 1.0 0.6 0.8
H 1.036537 -4.853950 -2.111849 -0.6 0.3 0.2
H 1.023956 -5.120601 -0.328617 0.1 -0.4 -0.1
H 2.270898 -2.879887 -0.181626 -0.1 -0.3 0.4
H 0.484112 -2.898502 -0.429134 0.0 -0.6 0.6
H 1.255268 -1.426490 -1.812279 0.3 -1.4 -0.1
H 2.994432 -5.850783 -1.855326 -0.6 -0.1 -0.1
C 3.959444 0.026597 -1.399056 0.6 -1.2 0.0
C 3.948010 0.474505 -2.858389 -0.5 0.6 0.9
O 2.600096 0.727489 -3.200824 0.0 0.3 -0.7
O 3.532944 1.062945 -0.550404 0.1 0.5 0.1
H 4.944409 -0.310331 -1.054530 0.3 0.2 -0.3
H 3.356532 -0.885669 -1.350092 -0.4 0.1 0.2
H 4.361929 -0.210053 -3.601656 0.2 -0.4 0.4
H 4.539587 1.398249 -2.890415 -0.1 0.2 -0.2
H 2.013689 0.537422 -2.447521 0.3 0.2 -0.2
H 2.739874 0.867172 -0.017310 0.2 -0.3 -0.5
C -0.487599 -2.968226 2.538614 -0.5 -0.4 1.4
C -0.483463 -2.907942 4.107528 0.4 0.6 -2.1
O 0.305959 -3.997557 4.566768 -0.2 0.4 0.6
O -1.538084 -2.165253 2.074261 0.3 0.5 -0.6
H -0.655140 -4.014846 2.257252 -0.1 -0.1 0.1
H 0.499495 -2.719946 2.137271 -0.1 0.4 0.0
H -1.525813 -2.844877 4.421900 0.0 -0.9 0.3
H -0.054825 -1.953308 4.429854 0.1 0.0 0.0
H 1.194590 -3.636842 4.475590 0.2 -0.4 0.1
H -1.163097 -1.617365 1.327141 -0.5 -0.3 0.7
O 0.783655 4.068766 3.951083 0.3 0.5 -0.5
C 1.268892 3.094118 3.378027 -1.3 0.4 2.0
N 1.043070 2.799237 2.092020 0.2 -0.7 -0.2
C 2.034423 2.101864 4.237174 -0.2 -0.7 -1.7
H 0.490727 3.451805 1.568275 -0.2 0.3 -0.1
H 1.041282 1.827026 1.740283 0.5 0.9 0.3
H 1.409483 1.645693 5.002082 -0.1 0.4 0.1
H 2.900184 2.589320 4.676175 0.1 -0.2 -0.1
H 2.260332 1.306228 3.518639 0.8 -0.2 0.6

5
Properties=species:S:1:pos:R:3:forces:R:3 method="wB97M-V/def2-TZVPD" charge=0 relative_energy_kcal_mol=52.36 homo_lumo_gap_ev=8.5 e_homo_ev=-9.96
C -0.607009 -0.700543 -0.650737 3.9 2.8 1.7
N -1.563375 -1.274445 -0.939816 0.3 0.1 0.0
N 0.689386 0.505962 -0.129703 -2.1 -2.8 -1.7
I -0.113808 1.385262 1.489707 -0.3 0.5 0.8
H 1.594807 0.083765 0.230549 -1.8 -0.6 -0.8

14
Properties=species:S:1:pos:R:3:forces:R:3 method="wB97M-V/def2-TZVPD" charge=+1 relative_energy_kcal_mol=19.67 homo_lumo_gap_ev=5.4 e_homo_ev=-11.94
Sr 21.106383 18.774328 -30.634492 0.5 -1.6 -1.4
Cl 21.884721 16.636589 -32.391404 -0.6 1.6 1.4
C 23.191543 13.818923 -34.879399 0.0 0.0 -0.6
O 23.906501 14.248248 -33.743582 0.1 -0.2 0.3
H 23.664076 12.914145 -35.263775 0.1 0.0 0.2
H 22.141019 13.576189 -34.690018 0.0 0.1 0.2
H 23.251456 14.557093 -35.691758 -0.1 0.0 0.1
H 23.407569 14.921228 -33.272302 -0.1 0.0 -0.1
C 20.664338 16.849645 -36.553910 -0.7 -0.5 0.3
O 20.052735 16.958640 -35.260141 0.4 -0.2 0.0
H 21.541761 17.486918 -36.637107 -0.1 0.2 -0.2
H 20.955145 15.819817 -36.779602 0.1 0.0 0.1
H 19.859932 17.085748 -37.247174 0.3 0.4 -0.2
H 20.601790 16.463053 -34.640012 -0.1 0.2 0.0

9
Properties=species:S:1:pos:R:3:forces:R:3 method="wB97M-V/def2-TZVPD" charge=0 homo_lumo_gap_ev="5.6 / 6.6" spin_multiplicity=2 e_homo_ev="-6.43 / -7.54" s2=0.75
H -0.746129 -0.267525 1.574424 -0.1 -1.1 -1.7
C -0.910030 -0.873597 0.594506 -1.4 2.1 1.9
C -1.062769 -0.137425 -0.536203 1.6 -1.4 0.0
O -0.751027 1.129286 -0.690012 1.9 2.2 0.2
H -1.509048 -1.771254 0.747188 0.7 -0.2 -0.4
H -1.138399 -0.703376 -1.484210 -0.8 0.3 0.2
La 1.335227 2.535141 -0.342123 -1.0 -4.7 0.7
O 2.399207 0.414974 0.372731 -0.8 3.1 -0.9
H 2.382970 -0.326224 -0.236300 -0.1 -0.2 0.0

26
Properties=species:S:1:pos:R:3:forces:R:3 method="wB97M-V/def2-TZVPD" smiles="CC1=C2CCC[C@H]2C[C@@H]2B[C@H]12" charge=0 relative_energy_kcal_mol=32.05 homo_lumo_gap_ev=8.6 e_homo_ev=-8.08
C -2.666473 0.679509 -0.414707 -1.2 1.0 0.5
C -1.178635 0.827571 -0.356845 0.0 0.5 -1.8
C -0.443666 0.134597 0.500252 1.9 0.2 -0.3
C -0.772293 -0.884204 1.566437 -0.1 1.2 1.1
C 0.524902 -1.708653 1.737550 -0.8 0.1 0.9
C 1.677320 -0.838622 1.234236 0.3 -0.4 0.7
C 1.076069 0.149107 0.242821 0.0 1.2 2.0
C 1.378558 -0.198197 -1.189408 2.7 2.8 0.0
C 0.808118 0.856165 -2.082321 -0.2 2.2 3.1
B 1.072509 2.273735 -1.586606 -3.2 -2.0 0.0
C -0.463202 1.622963 -1.548540 0.3 -0.6 0.4
H -3.120816 -0.241431 -0.092364 0.7 -1.3 -0.1
H -3.098604 0.850345 -1.421280 0.2 0.4 0.7
H -3.151462 1.269745 0.397213 0.2 0.7 -1.0
H -1.617111 -1.475002 1.215320 -0.1 -0.2 0.4
H -1.028006 -0.394662 2.565761 0.0 -0.4 -1.3
H 0.290068 -2.620383 1.255549 0.6 -1.0 -1.5
H 0.662051 -2.117094 2.743294 0.1 0.7 0.3
H 2.184400 -0.329476 2.076122 -0.6 0.0 -0.2
H 2.485249 -1.414978 0.805119 0.1 -0.3 -0.4
H 1.511045 1.173569 0.569108 -0.6 -1.1 -1.1
H 0.956084 -1.095819 -1.491002 -0.2 -2.3 -0.2
H 2.525990 -0.065569 -1.304215 -1.7 -1.2 0.0
H 0.775247 0.669691 -3.059262 0.0 -1.0 -3.9
H 1.806680 3.095020 -1.340114 0.8 1.2 0.3
H -1.129217 1.939385 -2.426417 0.8 -0.4 1.6

15
Properties=species:S:1:pos:R:3:forces:R:3 method="wB97M-V/def2-TZVPD" charge=0 relative_energy_kcal_mol=159.99 homo_lumo_gap_ev=7.6 e_homo_ev=-7.80
C 1.486544 -0.075411 -0.203022 2.5 2.5 2.0
C 0.966599 1.193091 -0.076787 -1.9 -1.9 -0.1
C -0.694305 -0.227406 0.183676 1.6 -2.2 0.3
C -2.023077 -0.765491 0.189377 -2.7 1.7 -2.0
C -3.104469 0.090921 -0.199591 2.9 0.2 -1.2
C 0.512246 -0.985522 0.088077 -1.5 -1.9 -1.0
H 3.340880 -1.694225 -0.452819 -1.6 5.1 1.6
H 3.458351 0.241707 0.967472 -2.3 -2.6 -4.4
H 1.542068 2.024419 0.200712 -0.2 1.5 0.0
H -1.888589 -1.882908 0.202478 -1.4 1.1 0.5
H -2.722645 1.195103 -0.654675 -1.3 -3.1 1.9
H -4.185487 -0.133960 -0.456362 1.7 -0.2 0.7
H 0.905917 -2.078432 -0.006115 -2.0 1.7 0.5
N 2.918339 -0.244424 -0.167552 2.9 -2.1 1.9
O -0.467512 1.082271 0.185225 3.3 0.2 -0.6